ORCA calculation (ωB97M-V with the def2-TZVPD basis set) on C37H24Cl2N6O2ReS as an isolated structure at a distorted geometry.

Atoms and positions in Å:
1 Re -1.21358 0.68672 1.36300
2 C -0.83673 4.58129 2.93946
3 C -1.11820 3.17547 3.16440
4 N -1.75106 2.51719 2.17465
5 C -2.21326 3.30316 1.00150
6 C -1.98066 4.68530 0.78751
7 C -1.33768 5.35489 1.89621
8 C -2.46004 5.23495 -0.48062
9 C -3.13671 4.46996 -1.37348
10 C -3.46712 3.09838 -1.11047
11 C -2.74984 2.43547 -0.10048
12 N -2.86844 1.08300 0.08504
13 C -3.19324 0.06855 -0.83960
14 C -3.31451 0.40910 -2.21237
15 C -3.79179 -0.51630 -3.18887
16 C -3.99512 -1.85868 -2.86954
17 C -3.76960 -2.35224 -1.44341
18 C -3.86657 -3.69291 -0.90750
19 C -3.67940 -3.85425 0.50911
20 C -3.70465 -2.71505 1.36056
21 N -3.83892 -1.50688 0.89884
22 C -3.75064 -1.27652 -0.43812
23 H -0.21063 5.08889 3.61020
24 H -0.64069 2.69181 4.04898
25 H -1.23499 6.48388 1.94632
26 H -2.28359 6.26564 -0.72377
27 H -3.60677 4.88464 -2.28752
28 H -4.12735 2.53027 -1.77071
29 H -2.96236 1.39254 -2.48219
30 H -3.95322 -0.09402 -4.21248
31 H -4.54062 -2.51111 -3.61667
32 H -4.10791 -4.56263 -1.49339
33 H -3.47517 -4.82635 0.90217
34 H -3.48923 -2.88177 2.43721
35 Cl 2.76664 -0.24633 4.33163
36 C 2.68014 0.79127 3.03180
37 C 3.77173 1.48345 2.57516
38 C 3.83809 2.15665 1.36062
39 Cl 4.94752 3.40491 1.03503
40 C 2.75498 2.12354 0.40939
41 C 2.71956 2.75837 -0.83490
42 C 1.49036 2.77031 -1.46950
43 C 0.36906 2.22936 -0.95499
44 N 0.26969 1.71782 0.23451
45 C 1.53550 1.60639 0.92754
46 C 1.50612 1.02688 2.25673
47 O 0.31044 0.52974 2.66806
48 H 4.60939 1.42924 3.26460
49 H 3.52093 3.19892 -1.37746
50 H 1.40343 3.27670 -2.38984
51 H -0.47242 2.06429 -1.61885
52 O -1.87013 -0.35091 2.41116
53 S 2.41634 -3.98822 -1.72285
54 C 1.56432 -2.66627 -0.94698
55 C 1.19613 -2.79055 0.40895
56 C 0.16454 -2.06608 0.92812
57 N -0.34212 -0.97532 0.25848
58 C -0.12143 -0.98673 -1.08157
59 C 0.87756 -1.71827 -1.71842
60 C 3.94561 -4.26574 -1.02615
61 C 4.28112 -5.62294 -1.01607
62 C 5.63055 -5.96812 -1.03172
63 N 6.62814 -5.08729 -0.92523
64 C 6.24698 -3.83752 -0.54867
65 C 4.93702 -3.39651 -0.51320
66 H 1.72044 -3.49826 1.02631
67 H -0.15825 -2.20644 1.94217
68 H -0.74929 -0.34527 -1.74862
69 H 1.06480 -1.47897 -2.76542
70 H 3.50746 -6.32219 -1.22815
71 H 5.90095 -7.01597 -1.09201
72 H 7.11488 -3.17807 -0.29678
73 H 4.69351 -2.34825 -0.33688

Computed properties:
**DFT total energy**: -89799.274 eV
**Largest force on an atom**: 9.55 eV/Å
**Spin multiplicity**: 4
**Gap between HOMO and LUMO (alpha / beta)**: 4.185 / 5.945 eV

ORCA calculation (ωB97M-V with the def2-TZVPD basis set) on a 8-piece molecular cluster, C14H44O8 overall at a distorted geometry.

Atoms and positions in Å:
1 C -3.86140 5.30294 0.63771
2 C -2.51507 4.55415 0.86593
3 C -1.71196 4.94217 2.13899
4 O -2.66471 3.18193 0.71828
5 H -3.83749 6.34741 0.94853
6 H -4.59339 4.84577 1.30350
7 H -4.36110 5.13203 -0.31581
8 H -1.89851 4.72378 -0.01678
9 H -1.57436 6.02269 2.09855
10 H -0.70122 4.53705 2.18777
11 H -2.23672 4.72099 3.06840
12 H -3.14065 3.11570 -0.11280
13 C -4.00078 -2.64625 2.74911
14 C -4.43088 -1.29162 3.51642
15 C -5.43594 -1.69584 4.60198
16 O -3.35896 -0.55837 4.00945
17 H -4.86466 -3.23960 2.44952
18 H -3.51790 -3.22048 3.53979
19 H -3.23701 -2.57839 1.97443
20 H -4.97867 -0.68318 2.79681
21 H -5.90974 -0.82343 5.05201
22 H -4.88497 -2.18193 5.40711
23 H -6.17614 -2.37495 4.17890
24 H -3.10170 -0.01788 3.25892
25 C 1.46765 -3.34549 3.67321
26 C 1.81870 -2.43073 4.85681
27 C 2.24020 -1.10158 4.43202
28 O 0.72403 -2.30803 5.69207
29 H 2.38346 -3.71993 3.21584
30 H 0.83396 -2.75222 3.01399
31 H 0.88587 -4.23241 3.92422
32 H 2.49494 -2.95095 5.53516
33 H 3.23326 -1.14962 3.98523
34 H 2.28723 -0.42941 5.28880
35 H 1.52445 -0.77081 3.67943
36 H 0.00057 -1.87724 5.23096
37 C 0.14875 -5.18057 -6.79338
38 O 1.48900 -5.68023 -7.02931
39 H 0.19042 -4.42215 -6.01161
40 H -0.21473 -4.76381 -7.73268
41 H -0.44653 -6.03924 -6.48284
42 H 1.62784 -6.31094 -7.73961
43 C 1.59473 -0.08165 -1.02399
44 O 1.75762 -0.28118 -2.47114
45 H 2.51630 -0.32459 -0.49504
46 H 1.33366 0.93926 -0.74526
47 H 0.79361 -0.65435 -0.55674
48 H 2.20811 -1.09673 -2.70253
49 C 4.95649 5.21778 1.95562
50 O 5.03586 6.46454 1.26158
51 H 4.61463 5.47030 2.95934
52 H 4.38801 4.43379 1.45534
53 H 5.96724 4.83732 2.10315
54 H 4.93831 6.25301 0.33027
55 C -0.84921 1.55812 -6.58873
56 O 0.47192 1.67962 -6.63069
57 H -1.12178 0.90607 -5.75887
58 H -1.36930 2.45599 -6.25491
59 H -1.28050 1.10961 -7.48367
60 H 0.96599 1.55653 -5.81683
61 C 4.79751 -2.55863 -5.22249
62 O 3.86373 -3.37970 -4.53626
63 H 4.69658 -2.63611 -6.30504
64 H 4.56619 -1.50632 -5.05741
65 H 5.79945 -2.94514 -5.03589
66 H 3.65966 -4.06702 -5.17466

Computed properties:
**DFT total energy**: -31606.787 eV
**Largest force on an atom**: 4.23 eV/Å
**SMILES string**: CC(C)O.CC(C)O.CC(C)O.CO.CO.CO.CO.CO
**Gap between HOMO and LUMO**: 10.228 eV

ORCA calculation (ωB97M-V with the def2-TZVPD basis set) on an isolated ion of composition C2H6N3 and charge +1 at a distorted geometry.

Atoms and positions in Å:
1 C 0.66993 0.02340 -0.00308
2 C -1.81904 -0.13495 -0.03544
3 N 1.25061 -1.16140 -0.03109
4 N -0.59624 0.44740 0.17107
5 N 1.70861 0.93859 -0.11378
6 H -1.61842 -1.13376 -0.61376
7 H -2.27497 -0.18402 0.92480
8 H -2.39466 0.70198 -0.45611
9 H 0.87457 -2.02930 0.32644
10 H 2.59173 0.65553 -0.46191
11 H 1.60786 1.87652 0.29286

Computed properties:
**Net charge**: +1
**DFT total energy**: -6630.169 eV
**Largest force on an atom**: 3.50 eV/Å
**Gap between HOMO and LUMO (alpha / beta)**: 8.200 / 7.350 eV

ORCA calculation (ωB97M-V with the def2-TZVPD basis set) on C28H35AsBrIN2O2PdS2Sb as an isolated structure at a distorted geometry.

Atoms and positions in Å:
1 Pd -0.13945 -1.20023 -1.11965
2 S 0.20201 1.41188 -1.02302
3 Sb -0.92460 2.56859 0.74966
4 C 0.40944 4.12977 1.18897
5 C 1.05954 4.21159 2.41706
6 C 1.94908 5.25918 2.61936
7 C 2.17287 6.19065 1.61179
8 C 1.49473 6.10215 0.40083
9 C 0.60029 5.06534 0.17708
10 C -1.02708 0.94335 2.10208
11 C -1.76135 -0.15903 1.66326
12 C -1.72362 -1.33133 2.39800
13 C -0.94551 -1.41453 3.54907
14 C -0.24016 -0.30911 3.99273
15 C -0.28211 0.88122 3.27157
16 C -2.81559 3.12469 0.04397
17 C -2.98556 3.34868 -1.31863
18 C -4.22921 3.78150 -1.76158
19 C -5.26304 3.98463 -0.85374
20 C -5.06991 3.75900 0.50534
21 C -3.83635 3.32337 0.97016
22 H 0.87552 3.50845 3.21310
23 H 2.45708 5.35046 3.57207
24 H 2.87584 6.99810 1.77527
25 H 1.65449 6.84609 -0.37011
26 H 0.06732 5.00741 -0.76487
27 H -2.43537 -0.06483 0.82002
28 H -2.34383 -2.17114 2.10870
29 H -0.91648 -2.33587 4.11873
30 H 0.32990 -0.35554 4.91260
31 H 0.24638 1.74214 3.65183
32 H -2.17865 3.19486 -2.02744
33 H -4.38295 3.96673 -2.81785
34 H -6.22598 4.33271 -1.20549
35 H -5.87565 3.92911 1.20852
36 H -3.68295 3.16098 2.03217
37 O 1.99957 -0.77322 -1.63232
38 S 3.20842 -1.26110 -0.80675
39 C 4.61586 -0.29824 -1.45959
40 C 4.92299 0.81857 -0.46044
41 C 4.57514 0.25627 0.91674
42 C 3.18172 -0.34293 0.76192
43 H 4.30811 0.03819 -2.44839
44 H 5.44604 -0.99985 -1.55366
45 H 4.32288 1.70302 -0.67866
46 H 5.97168 1.10548 -0.51900
47 H 4.59826 1.01824 1.69537
48 H 5.29148 -0.52105 1.19665
49 H 2.42223 0.42496 0.61398
50 H 2.87916 -1.01776 1.56302
51 I -5.05678 -5.58640 -1.36141
52 C -4.04199 -3.88332 -1.47352
53 C -4.54497 -2.62669 -1.89876
54 N -3.53134 -1.81053 -1.80215
55 N -2.37165 -2.40428 -1.35530
56 C -2.65669 -3.65050 -1.14985
57 H -5.52824 -2.32233 -2.23898
58 H -3.49079 -0.83624 -2.09374
59 H -1.92029 -4.33535 -0.76164
60 C 0.45726 -6.03201 -0.46731
61 As 1.20777 -4.48199 -1.30621
62 C 3.09285 -4.78781 -1.25955
63 C 0.70338 -4.40241 -3.14988
64 O 0.72136 -3.10035 -0.46814
65 H 0.94706 -6.91558 -0.87608
66 H -0.61418 -6.11444 -0.63102
67 H 0.66324 -5.96419 0.59827
68 H 3.25659 -5.81425 -1.59171
69 H 3.45794 -4.67536 -0.24377
70 H 3.61243 -4.10943 -1.92786
71 H 1.09451 -5.28567 -3.65593
72 H 1.14241 -3.50835 -3.58601
73 H -0.37670 -4.37390 -3.25841
74 Br -1.07584 0.08979 -3.04144

Computed properties:
**Net charge**: +3
**DFT total energy**: -207319.414 eV
**Largest force on an atom**: 1.18 eV/Å
**Spin multiplicity**: 5
**Gap between HOMO and LUMO (alpha / beta)**: 8.494 / 4.071 eV

ORCA calculation (ωB97M-V with the def2-TZVPD basis set) on a 2-piece molecular cluster, C2H3I overall at a distorted geometry.

Atoms and positions in Å:
1 C 0.33840 -0.38551 0.19795
2 C 0.37621 0.86124 0.59539
3 I 1.63424 1.77525 1.87380
4 H -0.27281 -0.82862 -0.62339
5 H 0.87873 -1.28142 0.60004
6 H -0.38067 1.88863 -0.30069

Computed properties:
**DFT total energy**: -10220.240 eV
**Largest force on an atom**: 5.57 eV/Å
**Gap between HOMO and LUMO**: 9.664 eV

ORCA calculation (ωB97M-V with the def2-TZVPD basis set) on a 2-piece molecular cluster, CH2Cl2S2 overall at a distorted geometry.

Atoms and positions in Å:
1 C -1.27364 -0.45466 -0.52195
2 S 2.30598 0.16593 0.81373
3 S 0.63464 0.65391 1.77958
4 Cl 0.13158 -0.93324 -1.34002
5 Cl -1.82654 1.11723 -0.74904
6 H -1.74939 -1.01183 0.32988
7 H 1.77737 0.46266 -0.31218

Computed properties:
**DFT total energy**: -47782.106 eV
**Largest force on an atom**: 2.00 eV/Å
**Gap between HOMO and LUMO (alpha / beta)**: 8.649 / 6.482 eV